Entry 1:
ORCA calculation (the ωB97M-V functional and the def2-TZVPD basis) on a structure of composition C3H5LuO3.

The energy above the lowest of the compared OMol25 structures with the same formula, charge and spin is 97.2 kcal/mol. Its expectation value of S² is 0.758. The frontier orbital gap (spin up / spin down) comes out at 8.28 / 6.66 eV.

Geometry as ORCA input:
```
! RIJCOSX wB97M-V def2-TZVPD def2/J DEFGRID3
* xyz 3 2
H 1.1475 0.6655 1.3952
C 0.4923 1.3126 0.7929
C -0.7986 0.6168 0.2998
O -0.7777 -0.7992 0.1807
C 0.0392 -1.4562 -0.5685
O -0.3684 -2.6673 -0.6913
H 0.1798 2.1433 1.4358
H -1.0542 1.7865 0.0357
H 0.0231 -3.1180 -1.4534
Lu 1.8243 -0.3951 -1.8342
O 0.8932 1.1910 -0.6415
H -1.6005 0.7202 1.0487
*
```

Entry 2:
ORCA calculation (the ωB97M-V functional and the def2-TZVPD basis) on a structure of composition C41H75N4O5PS2.

Its expectation value of S² is 2.008. The frontier orbital gap (spin up / spin down) comes out at 7.94 / 8.42 eV.

Geometry as ORCA input:
```
! RIJCOSX wB97M-V def2-TZVPD def2/J DEFGRID3
* xyz 0 3
C 6.1752 -1.5552 0.8022
C 5.5575 -0.9381 -0.4543
C 5.7733 0.5827 -0.5318
C 5.0140 1.3241 0.5517
C 3.4999 1.3477 0.3013
C 2.8115 2.4394 1.1419
C 1.3228 2.1432 1.4229
C 0.3763 2.9089 0.4622
C -0.8663 3.4428 1.2290
C -2.1815 3.3618 0.4205
C -3.3382 2.8894 1.3162
C -4.7148 3.0855 0.6057
C -5.5177 4.2433 1.2283
C -6.8896 3.8800 1.8177
C -6.9362 2.5678 2.6409
C -8.1530 1.6727 2.2974
C -7.9383 0.6407 1.2209
C -8.0063 -0.6605 1.5233
C -7.7996 -1.6955 0.5497
S -7.9338 -3.3770 1.1600
C -7.5060 -1.4359 -0.7344
C -7.2355 -2.4767 -1.7762
P -5.4474 -2.6403 -2.0470
O -4.7203 -1.3788 -1.9012
O -4.9078 -3.7571 -1.0408
O -5.2716 -3.3179 -3.4808
C -7.4484 -0.0596 -1.1275
N -7.1998 0.3906 -2.3473
S -7.2737 2.0016 -2.2379
N -7.6146 2.1623 -0.7033
C -7.6770 0.9467 -0.1457
H 5.5232 -1.4791 1.6688
H 6.3362 -2.6170 0.6123
H 7.1545 -1.1363 1.0283
H 4.4968 -1.1769 -0.5123
H 6.0367 -1.3908 -1.3222
H 5.4445 0.8874 -1.5245
H 6.8436 0.7523 -0.4184
H 5.1590 0.8539 1.5247
H 5.3314 2.3650 0.6312
H 3.3024 1.4988 -0.7616
H 3.0412 0.4023 0.5914
H 3.3601 2.5418 2.0791
H 2.9176 3.3881 0.6176
H 1.1102 1.0804 1.3283
H 1.1223 2.4465 2.4477
H 0.0343 2.2352 -0.3166
H 0.8948 3.7710 0.0518
H -0.7004 4.4683 1.5517
H -0.9955 2.8040 2.1013
H -2.4509 4.3512 0.0473
H -2.0891 2.6748 -0.4181
H -3.2823 3.4721 2.2357
H -3.1805 1.8412 1.5684
H -5.2245 2.1312 0.6869
H -4.4744 3.2868 -0.4342
H -5.7129 4.9614 0.4276
H -4.9301 4.7945 1.9577
H -7.1504 4.6851 2.5079
H -7.6761 3.8707 1.0750
H -6.0045 2.0085 2.6016
H -7.0847 2.8453 3.6836
H -9.0323 2.2896 2.1185
H -8.3793 1.1106 3.2042
H -8.2310 -0.9528 2.5370
H -9.2053 -3.6393 0.8155
H -7.6013 -3.4565 -1.4823
H -7.6988 -2.2292 -2.7292
H -4.4280 -3.3277 -0.3210
H -5.0928 -4.2626 -3.3724
C 10.1834 5.6422 -2.0684
C 9.1505 4.5512 -2.4704
C 8.8344 4.6127 -3.9729
C 7.8488 5.7035 -4.3853
C 6.5993 5.6467 -3.5118
C 6.9302 5.7321 -2.0232
N 7.9218 4.6835 -1.6285
O 7.3197 3.5384 -1.5448
C 7.4491 7.1493 -1.7111
C 5.6541 5.5845 -1.1997
C 9.8507 3.2193 -2.2126
H 9.7706 6.4042 -1.4135
H 11.0091 5.2093 -1.5036
H 10.6079 6.1443 -2.9391
H 8.4157 3.6506 -4.2855
H 9.7664 4.7321 -4.5280
H 8.3204 6.6884 -4.3312
H 7.5687 5.5593 -5.4309
H 5.9193 6.4581 -3.7797
H 6.0625 4.7150 -3.7178
H 7.7443 7.2338 -0.6639
H 6.6578 7.8774 -1.8909
H 8.2905 7.4547 -2.3293
H 5.1197 4.6627 -1.4260
H 4.9806 6.4132 -1.4172
H 5.8738 5.5996 -0.1307
H 10.0355 3.0683 -1.1481
H 10.8112 3.2167 -2.7290
H 9.2774 2.3700 -2.5817
C -3.3237 -5.6290 1.3042
C -2.0229 -6.4281 1.0133
C -2.1665 -7.2715 -0.2628
C -2.9391 -8.5780 -0.0927
C -2.3909 -9.3695 1.0914
C -2.3915 -8.5524 2.3823
N -1.6623 -7.2591 2.2020
O -0.3841 -7.4797 2.2145
C -3.8504 -8.3231 2.8234
C -1.7579 -9.3623 3.5088
C -0.9558 -5.3724 0.7328
H -3.8357 -5.9479 2.2076
H -3.1048 -4.5726 1.4733
H -4.0344 -5.6911 0.4794
H -1.1681 -7.5206 -0.6360
H -2.6377 -6.6653 -1.0389
H -4.0073 -8.3793 0.0304
H -2.8449 -9.1734 -1.0033
H -2.9784 -10.2785 1.2366
H -1.3716 -9.6956 0.8613
H -3.8931 -7.6978 3.7168
H -4.3145 -9.2790 3.0669
H -4.4744 -7.8677 2.0573
H -0.7517 -9.6969 3.2626
H -2.3584 -10.2508 3.7024
H -1.7096 -8.7801 4.4304
H -0.7397 -4.7808 1.6236
H -1.3177 -4.6985 -0.0449
H -0.0225 -5.8082 0.3801
*
```

Entry 3:
ORCA calculation (the ωB97M-V functional and the def2-TZVPD basis) on a cluster of 12 separate species, H24O12 in total.

The energy above the lowest of the compared OMol25 structures with the same formula, charge and spin is 58.7 kcal/mol. The frontier orbital gap comes out at 9.07 eV.

Geometry as ORCA input:
```
! RIJCOSX wB97M-V def2-TZVPD def2/J DEFGRID3
* xyz 0 1
O -2.5697 -0.1566 0.9070
H -2.7697 -1.0599 1.1322
H -3.4818 0.2416 0.7995
O 1.4625 -2.3011 0.1854
H 0.6448 -2.7505 0.3841
H 2.0369 -2.2846 0.9549
O 3.1971 -0.0920 -1.3118
H 2.7940 0.7352 -0.9673
H 2.4343 -0.5749 -1.6353
O 1.0018 -1.2353 -2.6056
H 1.7430 -1.3727 -3.2291
H 0.5066 -2.0875 -2.5497
O 0.6576 0.3210 3.0490
H 0.2873 -0.5201 2.7237
H 1.3985 0.4739 2.4635
O 1.7576 2.0817 -0.9477
H 1.1451 1.5293 -0.4657
H 1.5895 1.8412 -1.8374
O -2.3966 1.0004 3.1926
H -2.3045 0.5771 2.3166
H -3.3110 1.0391 3.3079
O 0.0557 0.0770 -0.3268
H -0.5052 0.0475 0.4464
H 0.5882 -0.7064 -0.2203
O -0.2860 -2.0448 2.4373
H -0.9164 -2.3580 1.8225
H -0.0458 -2.8037 3.0275
O -0.7716 2.6097 0.7514
H -0.2929 3.0644 0.0513
H -0.3043 2.9908 1.5369
O 0.9239 1.4062 -3.3951
H 0.6391 0.5788 -3.0066
H 0.1487 1.9269 -3.4919
O -1.7012 0.1817 -2.1649
H -1.0358 0.1602 -1.4589
H -2.3196 -0.5360 -1.8753
*
```

Entry 4:
ORCA calculation (the ωB97M-V functional and the def2-TZVPD basis) on the molecule C25H30N2O6.

The energy above the lowest of the compared OMol25 structures with the same formula, charge and spin is 66.6 kcal/mol. The frontier orbital gap comes out at 8.01 eV.

Geometry as ORCA input:
```
! RIJCOSX wB97M-V def2-TZVPD def2/J DEFGRID3
* xyz 0 1
C -6.2044 -1.6626 0.1054
C -4.8128 -2.0885 -0.3360
O -3.8806 -1.4466 0.5107
C -2.5545 -1.6567 0.3036
C -2.0188 -2.5050 -0.6503
C -0.6481 -2.6234 -0.7904
C 0.2217 -1.8994 0.0180
C 1.6379 -1.9565 -0.2645
C 2.6331 -1.3129 0.3602
C 3.9753 -1.3260 -0.2539
O 4.3899 -2.2656 -0.9118
N 4.6976 -0.1647 -0.1479
C 6.0391 -0.1331 -0.7018
C 7.1139 -0.2706 0.3724
C 4.2868 0.9769 0.6354
C 2.8445 1.4458 0.4089
O 2.2079 1.9355 1.3156
N 2.3964 1.2959 -0.8645
C 1.0367 1.2941 -1.2284
C 0.6066 0.4128 -2.2164
C -0.7392 0.2910 -2.4924
C -1.6744 1.0513 -1.8022
C -1.2322 2.0066 -0.8822
C 0.1208 2.1196 -0.5958
O -2.0941 2.8548 -0.2422
C -3.3900 2.8623 -0.7974
C -3.8475 1.4335 -1.0783
O -3.0062 0.8398 -2.0477
C -0.3192 -1.0573 0.9987
C -1.6836 -0.9248 1.1493
O -2.3101 -0.1255 2.0524
C -1.5865 0.4298 3.1368
C -0.9134 1.7604 2.8145
H -6.3095 -0.5847 0.0199
H -6.3643 -1.9433 1.1427
H -6.9533 -2.1458 -0.5157
H -4.6347 -1.7938 -1.3796
H -4.7096 -3.1794 -0.2535
H -2.6644 -3.0750 -1.2987
H -0.2493 -3.2812 -1.5478
H 1.9105 -2.5332 -1.1411
H 2.4803 -0.7485 1.2650
H 6.1074 -0.9722 -1.3975
H 6.1719 0.8028 -1.2554
H 8.0965 -0.2832 -0.0912
H 6.9748 -1.2013 0.9167
H 7.0737 0.5571 1.0772
H 4.9413 1.8158 0.3777
H 4.3931 0.7980 1.7137
H 3.0041 0.7906 -1.4970
H 1.3219 -0.1992 -2.7442
H -1.0933 -0.4119 -3.2285
H 0.4336 2.8439 0.1352
H -4.0379 3.3500 -0.0676
H -3.3911 3.4369 -1.7346
H -4.8558 1.4152 -1.4956
H -3.8156 0.8567 -0.1453
H 0.3451 -0.4813 1.6198
H -0.8588 -0.2968 3.5187
H -2.3519 0.5870 3.9043
H -0.0154 1.6330 2.2178
H -1.6021 2.3966 2.2649
H -0.6397 2.2561 3.7422
*
```

Entry 5:
ORCA calculation (the ωB97M-V functional and the def2-TZVPD basis) on a structure of composition C36H49CaN10O3S6.

The frontier orbital gap comes out at 6.05 eV.

Geometry as ORCA input:
```
! RIJCOSX wB97M-V def2-TZVPD def2/J DEFGRID3
* xyz -1 1
Ca 0.7184 0.1362 -0.5747
C 1.0152 2.3920 2.0144
O 0.2449 1.3179 1.4536
C -0.7016 0.7132 2.2416
C -0.8859 0.9973 3.5830
C -1.8618 0.3215 4.3105
C -2.6546 -0.6362 3.7025
C -2.4788 -0.9083 2.3479
C -1.5183 -0.2446 1.6159
N -1.3081 -0.4793 0.1996
N -2.3247 -0.8917 -0.4053
C -2.3096 -1.1733 -1.7646
C -1.1773 -1.1401 -2.6412
O -0.0048 -0.8134 -2.2892
C -1.3892 -1.5193 -4.0221
C -2.5945 -1.8818 -4.4863
C -3.7568 -1.9191 -3.6368
C -5.0070 -2.3149 -4.1491
C -6.1218 -2.3437 -3.3520
C -5.9985 -1.9574 -2.0058
C -4.7860 -1.5711 -1.4856
C -3.6180 -1.5559 -2.2860
H 1.6490 2.0133 2.8150
H 0.3402 3.1647 2.3832
H 1.6209 2.7800 1.2006
H -0.2760 1.7492 4.0655
H -1.9882 0.5500 5.3614
H -3.4020 -1.1740 4.2723
H -3.0794 -1.6525 1.8402
H -0.5168 -1.4829 -4.6638
H -2.7115 -2.1472 -5.5330
H -5.0726 -2.5984 -5.1949
H -7.0790 -2.6567 -3.7508
H -6.8732 -1.9599 -1.3649
H -4.7090 -1.2756 -0.4478
O 5.4841 5.4892 -1.6743
C 4.6933 4.5841 -1.5181
S 2.9841 4.6605 -1.9435
C 2.5279 3.0395 -1.4430
C 3.5127 2.2826 -0.9245
S 3.4322 0.6040 -0.3409
S 5.1093 3.0112 -0.8338
S 0.8288 2.6331 -1.7120
C 5.2529 -5.7653 -3.1420
C 4.9145 -4.4511 -2.4679
N 3.4599 -4.2738 -2.4238
C 2.9027 -3.1197 -1.9080
S 1.6833 -3.2031 -0.7435
N 3.3883 -1.9689 -2.3752
C 4.0243 -1.6927 -3.6575
C 3.4255 -0.4199 -4.2352
H 6.3332 -5.9201 -3.1625
H 4.8792 -5.7806 -4.1677
H 4.8069 -6.6094 -2.6084
H 5.3728 -3.6317 -3.0089
H 5.3246 -4.4299 -1.4530
H 2.9860 -5.0707 -2.0227
H 3.0631 -1.1406 -1.8857
H 3.8526 -2.5403 -4.3186
H 5.1016 -1.5690 -3.5325
H 2.3534 -0.5374 -4.4046
H 3.9085 -0.1721 -5.1819
H 3.5621 0.4205 -3.5508
C 5.2980 1.8749 2.8467
C 5.0398 0.3796 2.9187
N 3.6082 0.0897 2.8126
C 2.9137 -0.8231 3.5116
S 1.6004 -1.6413 2.8648
N 3.3235 -1.0477 4.8109
C 3.5427 0.0827 5.7220
C 2.2375 0.5612 6.3469
H 6.3666 2.0892 2.9272
H 4.7799 2.4047 3.6517
H 4.9463 2.2781 1.8938
H 5.4288 -0.0577 3.8338
H 5.5394 -0.1156 2.0842
H 3.2531 0.2239 1.8647
H 2.7450 -1.7740 5.2083
H 4.0011 0.8924 5.1676
H 4.2539 -0.2242 6.4901
H 1.4818 0.7234 5.5720
H 2.3842 1.4979 6.8918
H 1.8401 -0.1800 7.0460
C -2.8865 2.3297 -1.4579
N -3.8722 3.3744 -1.7824
C -3.3564 4.6539 -1.2789
N -3.1099 4.6309 0.1708
C -2.1372 3.5565 0.4387
N -2.6267 2.2496 -0.0124
C -3.8884 1.9618 0.6665
N -4.9127 2.9891 0.3978
C -5.1079 3.0587 -1.0590
C -4.3676 4.2820 0.8375
H -1.9524 2.5441 -1.9787
H -3.2739 1.3685 -1.7993
H -4.0845 5.4371 -1.4987
H -2.4220 4.8821 -1.7910
H -1.9578 3.5070 1.5169
H -1.1982 3.7750 -0.0710
H -3.7084 1.9109 1.7431
H -4.2569 0.9900 0.3280
H -5.8541 3.8259 -1.2761
H -5.4827 2.0947 -1.4079
H -4.1932 4.2379 1.9147
H -5.1048 5.0620 0.6337
*
```

Entry 6:
ORCA calculation (the ωB97M-V functional and the def2-TZVPD basis) on a cluster of 2 separate species, C31H52Cl2N4O5 in total.

The frontier orbital gap comes out at 8.44 eV.

Geometry as ORCA input:
```
! RIJCOSX wB97M-V def2-TZVPD def2/J DEFGRID3
* xyz 0 1
C 2.2844 -5.3295 1.0707
C 2.9939 -4.0393 1.5222
C 2.5856 -2.8143 0.6868
C 3.7191 -1.7780 0.4875
C 4.0520 -1.4746 -0.9866
C 3.3517 -0.2024 -1.5310
C 4.2972 0.8119 -2.2111
C 4.2351 2.2407 -1.6542
C 2.8285 2.8041 -1.4884
C 2.0862 3.0345 -2.8113
C 0.6282 3.4058 -2.5177
C -0.1624 3.8571 -3.7516
C -1.6703 3.5833 -3.6822
C -2.2998 3.8167 -2.2929
C -2.2901 2.5647 -1.4418
N -2.7390 1.4742 -2.0035
C -2.7087 0.3241 -1.2768
C -3.1851 -0.8818 -1.8474
C -3.7644 -0.8944 -3.2381
N -5.2356 -0.7662 -3.2465
C -3.1092 -2.0282 -1.1043
O -3.5498 -3.2124 -1.6860
N -4.6831 -3.8419 -1.0260
O -5.3933 -3.0917 -0.5054
C -2.5726 -2.0701 0.2133
C -2.4900 -3.3798 0.9666
C -1.2328 -3.5244 1.8264
C -2.1521 -0.8872 0.7550
C -2.2075 0.3188 0.0368
N -1.7799 1.4635 0.6350
C -1.8254 2.5534 -0.0791
C -1.3755 3.8291 0.5923
O -2.4631 4.7180 0.8300
C -3.0664 4.6261 2.0839
O -3.1572 3.2905 2.4738
C -4.1777 2.9795 3.3858
C -5.0820 1.8522 2.8268
O -5.0648 1.7826 1.4105
H 2.0676 -5.2990 0.0011
H 2.8908 -6.2159 1.2567
H 1.3321 -5.4451 1.5897
H 4.0743 -4.1882 1.4966
H 2.7286 -3.8736 2.5675
H 1.7456 -2.3368 1.1971
H 2.2279 -3.1399 -0.2921
H 3.4655 -0.8591 1.0193
H 4.6153 -2.1723 0.9718
H 5.1347 -1.3910 -1.0890
H 3.7276 -2.3353 -1.5739
H 2.7978 0.2440 -0.7086
H 2.6384 -0.5381 -2.2864
H 4.1422 0.8127 -3.2909
H 5.3199 0.4571 -2.0605
H 4.8014 2.9230 -2.2950
H 4.7374 2.2598 -0.6819
H 2.2018 2.1374 -0.8928
H 2.8501 3.7572 -0.9500
H 2.5803 3.8008 -3.4111
H 2.0664 2.0744 -3.3361
H 0.6636 4.2425 -1.8142
H 0.1780 2.5304 -2.0472
H 0.2648 3.4266 -4.6606
H -0.0231 4.9380 -3.8553
H -1.9094 2.5865 -4.0484
H -2.1602 4.2880 -4.3590
H -1.7606 4.6230 -1.8023
H -3.3415 4.1020 -2.4378
H -3.3347 -0.0842 -3.8206
H -3.5160 -1.8410 -3.7157
H -5.5530 -0.3419 -2.3833
H -5.6597 -1.6848 -3.2718
H -2.4454 -4.1705 0.2170
H -3.3861 -3.5153 1.5752
H -1.3045 -4.4344 2.4216
H -0.3470 -3.5630 1.1936
H -1.1022 -2.6899 2.5148
H -1.7476 -0.8547 1.7579
H -0.8220 3.5758 1.4975
H -0.6838 4.3714 -0.0531
H -4.0634 5.0682 1.9791
H -2.5064 5.2255 2.8201
H -4.7705 3.8585 3.6583
H -3.7228 2.6087 4.3095
H -4.6793 0.9028 3.1775
H -6.1026 1.9909 3.1869
H -5.8025 2.2853 1.0567
Cl 3.9238 -3.7003 4.9061
C 5.4469 -4.6138 5.0683
C 6.6543 -3.8086 4.6663
Cl 6.7188 -3.4842 2.9159
H 5.3528 -5.5212 4.4774
H 5.5384 -4.8869 6.1183
H 7.5556 -4.3650 4.9176
H 6.6775 -2.8514 5.1806
*
```

Entry 7:
ORCA calculation (the ωB97M-V functional and the def2-TZVPD basis) on a structure of composition C3H2BaFO.

The energy above the lowest of the compared OMol25 structures with the same formula, charge and spin is 0.0 kcal/mol. Its expectation value of S² is 0.751. The frontier orbital gap (spin up / spin down) comes out at 4.93 / 6.96 eV.

Geometry as ORCA input:
```
! RIJCOSX wB97M-V def2-TZVPD def2/J DEFGRID3
* xyz 0 2
C -1.1061 0.1665 0.2686
O 0.0697 1.2941 -0.0233
C 0.9348 0.2175 -0.0405
C -0.0287 -0.7872 0.1027
F -2.1604 0.1705 -0.6002
H -1.4744 0.4236 1.2691
H -0.0010 -1.8309 -0.2014
Ba 3.7661 0.3460 -0.7750
*
```